Here is one molecule with the formula C2H5NOS in a non-equilibrium geometry from the OMol25 dataset. Energies are from wB97M-V/def2-TZVPD.

Values from the calculation:
E_LUMO (eV): 0.722
HOMO-LUMO gap (eV): 9.8505
Highest occupied orbital energy (eV): -9.1

```
! RIJCOSX wB97M-V def2-TZVPD def2/J DEFGRID3
* xyz 0 1
S 1.2974 -0.0364 0.5398
O 1.8550 -0.7214 -0.6211
N 0.9193 1.5539 -0.1410
C -0.6774 -0.5462 0.6014
C -1.3374 -1.2755 -0.2450
H -2.3763 -1.2226 -0.2911
H -1.2807 0.1964 1.1908
H 1.5074 1.8213 -0.9230
H -0.7439 -1.9834 -0.7020
H 0.8366 2.2138 0.5911
*
```

Here is a 9-piece molecular cluster, H18O9 overall in a non-equilibrium geometry from the OMol25 dataset. Energies are from wB97M-V/def2-TZVPD.

Values from the calculation:
E_LUMO (eV): -0.190
HOMO-LUMO gap (eV): 9.7783
Highest occupied orbital energy (eV): -10.0

```
! RIJCOSX wB97M-V def2-TZVPD def2/J DEFGRID3
* xyz 0 1
O -9.2370 5.2360 -8.1070
O -7.6110 3.5300 -9.4610
O -6.7260 2.9120 -12.2420
O -10.5580 2.3710 -10.2870
O -4.7720 6.3880 -10.2730
O -6.5010 1.3820 -6.8760
O -6.9230 5.5520 -11.5580
O -6.7320 0.8820 -10.1990
O -8.9900 1.4290 -8.1660
H -9.9530 2.6970 -10.9540
H -8.8380 6.0490 -8.3450
H -6.0600 2.6290 -12.8850
H -4.0870 6.7030 -10.8790
H -6.7340 0.5240 -11.0720
H -8.1300 1.2610 -7.7710
H -6.7410 4.8000 -12.0960
H -5.8920 1.9150 -7.4020
H -8.5850 4.5790 -8.4740
H -7.4030 2.6320 -9.5560
H -7.4410 4.0520 -10.2040
H -5.5490 6.1310 -10.7800
H -6.4350 2.6890 -11.3550
H -10.0050 1.8700 -9.7430
H -6.1920 0.4760 -6.9670
H -9.6230 0.9600 -7.6090
H -7.6150 0.6450 -9.8720
H -7.5770 6.0250 -11.9900
*
```

Here is C33H23F3N3SbTc as an isolated structure in a non-equilibrium geometry from the OMol25 dataset. Energies are from wB97M-V/def2-TZVPD.

Values from the calculation:
E_LUMO (alpha / beta) (eV): -13.301 / -15.924
HOMO-LUMO gap (alpha / beta) (eV): 5.8967 / 3.1711
Highest occupied orbital energy (alpha / beta) (eV): -19.2 / -19.1

```
! RIJCOSX wB97M-V def2-TZVPD def2/J DEFGRID3
* xyz 4 2
Sb 0.7805 1.1110 0.9898
Tc -0.4408 -1.1324 -0.1734
F 6.7737 1.5817 2.5364
F -1.2261 6.1497 3.9221
F -1.0641 1.1258 -4.9009
N -1.8573 -2.3460 -1.0539
N 0.4670 -1.8702 -1.9159
N -1.5585 -1.9030 1.4211
C 0.5780 1.8345 -3.4027
C -3.6925 -2.7877 2.0662
C -0.8981 0.6811 -1.3601
C -0.7763 5.0459 3.3084
C -1.3991 0.6230 -2.6636
C 0.1490 2.7866 2.0476
C -2.7595 -2.4715 1.1010
C 5.2552 1.2483 0.8099
C -1.7063 -2.7271 -2.3337
C -2.7037 -3.4379 -2.9848
C -3.3952 -2.5429 3.4034
C -0.6338 1.1848 -3.6625
C 1.0627 1.8982 -2.1090
C 2.2676 -1.9397 -3.4861
C -3.9428 -3.4706 -0.9296
C -3.8466 -3.7797 -2.2773
C -1.5445 3.8726 3.3711
C 5.5492 1.4822 2.1901
C 0.3414 1.3202 -1.0640
C -1.2790 -1.6819 2.7245
C 4.5405 1.6049 3.1864
C 3.9454 1.1261 0.4506
C -0.3620 -2.4255 -2.8475
C -1.0754 2.7386 2.7356
C -2.9118 -2.7582 -0.3348
C 3.2450 1.4837 2.7853
C 1.4162 -2.4742 -4.4477
C 2.9113 1.2468 1.4163
C 1.7561 -1.6445 -2.2374
C -2.1649 -1.9929 3.7355
C 0.0849 -2.7225 -4.1190
C 0.9116 3.9703 1.9897
C 0.4499 5.1055 2.6234
H -2.5895 -3.7477 -4.0142
H 1.0009 6.0361 2.5969
H 1.9837 2.4362 -1.9246
H -4.1144 -2.7905 4.1738
H -1.6665 1.8304 2.7820
H -4.6392 -3.2309 1.7921
H 3.7006 0.9673 -0.5904
H 1.7837 -2.7076 -5.4397
H -4.6403 -4.3314 -2.7638
H 3.3118 -1.7569 -3.7004
H -0.5856 -3.1563 -4.8479
H -4.7960 -3.8037 -0.3561
H 1.1035 2.3037 -4.2269
H -2.3702 0.2036 -2.8987
H 2.4544 1.5980 3.5177
H -0.3056 -1.2597 2.9425
H -1.8919 -1.8054 4.7651
H 6.0836 1.1853 0.1099
H 4.8376 1.7954 4.2133
H 1.8478 4.0296 1.4454
H -1.6468 0.4352 -0.5355
H 2.3729 -1.2195 -1.4613
H -2.4815 3.8758 3.9106
*
```

Here is C5H4O4Yb as an isolated structure in a non-equilibrium geometry from the OMol25 dataset. Energies are from wB97M-V/def2-TZVPD.

Values from the calculation:
E_LUMO (alpha / beta) (eV): -13.587 / -17.134
HOMO-LUMO gap (alpha / beta) (eV): 8.0886 / 4.2760
Highest occupied orbital energy (alpha / beta) (eV): -21.7 / -21.4

```
! RIJCOSX wB97M-V def2-TZVPD def2/J DEFGRID3
* xyz 3 2
Yb 2.4116 -1.6256 0.9950
O -1.8606 -1.1909 0.0168
O -4.1197 0.3764 0.3720
O 0.1333 -0.7726 0.9335
O -0.6634 0.4394 -0.7747
C 3.7216 1.4269 -0.6956
C 3.4644 0.3266 -0.1884
C -0.6491 -0.6357 -0.0395
C -3.1030 0.1928 -0.3258
C -2.2999 0.8129 -1.1794
H 2.4873 1.0350 -0.7221
H -2.2509 1.9044 -1.2670
H -4.9316 -0.0537 0.0312
H 3.9756 2.4292 -1.0203
*
```

Here is a 2-piece molecular cluster, C6H13O2 overall in a non-equilibrium geometry from the OMol25 dataset. Energies are from wB97M-V/def2-TZVPD.

Values from the calculation:
E_LUMO (eV): 3.802
HOMO-LUMO gap (eV): 7.8593
Highest occupied orbital energy (eV): -4.1

```
! RIJCOSX wB97M-V def2-TZVPD def2/J DEFGRID3
* xyz -1 1
O -0.2446 1.8553 -0.6802
O -0.8356 2.4900 1.4106
C -0.0844 2.4343 0.4120
C -1.6330 -1.0590 -0.7736
C 0.0647 -0.9551 1.0843
C 0.4295 -2.4856 -0.8935
C 1.2822 3.2026 0.5631
C -0.1525 -1.1297 -0.4321
H 1.1308 -2.9137 -0.1782
H 0.3754 -0.2941 -0.8789
H -0.3417 -3.2137 -1.1558
H -1.8394 -1.3369 -1.8166
H 1.3739 3.9188 -0.2560
H -2.0014 -0.0374 -0.6964
H 1.3814 3.6936 1.5145
H 0.9311 -0.3153 1.2769
H -2.1466 -1.7955 -0.1512
H -0.0070 -1.8886 1.6387
H 0.9746 -2.3448 -1.8337
H -0.6757 -0.2400 1.4455
H 2.0184 2.4149 0.4004
*
```

Here is C72H156BeCl3N9O20 as an isolated structure in a non-equilibrium geometry from the OMol25 dataset. Energies are from wB97M-V/def2-TZVPD.

Values from the calculation:
E_LUMO (eV): -4.589
HOMO-LUMO gap (eV): 2.9108
Highest occupied orbital energy (eV): -7.5

```
! RIJCOSX wB97M-V def2-TZVPD def2/J DEFGRID3
* xyz 0 1
Cl -2.5720 -1.6815 -2.4908
Cl 1.3917 1.5489 -1.9749
Cl -4.1516 2.2716 -4.0444
O 0.0634 -1.5429 -6.1123
O -1.7144 -1.2821 -1.4000
O 4.0520 -0.4204 1.0585
O 2.3314 -8.6744 -0.8963
O 3.5215 5.9532 4.5489
O -2.6233 -3.1120 -2.7058
O -3.9432 -1.2520 -2.4405
O -1.8220 -1.2056 -3.6708
O -2.7718 1.8598 -3.9991
O -6.7377 -3.7230 2.5887
O 2.0054 2.6376 -1.2551
O -4.5041 2.6979 -2.7376
O 1.7422 1.6024 -3.3644
O -4.2812 3.2571 -5.0638
O -3.5166 1.3934 -0.0400
O 1.7501 0.2667 -1.4727
O -4.8744 1.1339 -4.5948
O -1.2914 8.6485 0.0336
O 1.5381 0.3568 2.5714
O -0.0160 1.6529 -2.0134
N -0.7881 0.7492 0.6386
N 0.5973 -0.5090 3.1944
N -1.6623 7.5500 -0.6868
N 3.7373 6.4907 3.3018
N -3.7134 1.9226 1.2836
N 5.3594 -0.7667 0.8040
N 1.4121 -7.7060 -1.3062
N 1.3552 -1.1876 -5.8376
N -6.5476 -4.7933 1.7895
C -3.7047 3.3916 1.3625
C -6.0351 1.1326 1.6847
C -6.4443 -3.6101 -0.3462
C -4.7371 3.3335 3.7230
C 1.3106 -2.5282 -3.6794
C 3.4983 -1.7653 -4.6594
C 0.2879 -5.4183 -1.2079
C 7.0810 -2.1748 -0.1306
C -4.0648 -0.2885 2.4071
C 0.7018 6.6831 -0.7673
C -8.9285 -5.5283 1.0302
C -8.0236 -6.3166 3.1251
C -0.2015 1.3534 4.5909
C 2.0556 -2.4302 3.5268
C -4.8711 4.0553 0.6147
C -0.3131 8.1637 -2.6248
C 6.2825 -0.2824 1.9186
C -7.5978 -5.8619 1.7692
C -0.5431 -7.2815 -2.7600
C -5.1762 -5.7546 -0.2906
C 4.8140 -2.3342 -1.0993
C 6.1996 6.7570 3.7445
C 5.0118 8.0533 1.8101
C 4.2686 4.2012 2.4225
C 2.1621 -1.4943 -8.2294
C -6.3015 -6.8401 -0.3236
C -0.6683 -2.4920 4.8953
C -3.9272 7.4864 0.1770
C 0.7891 -1.9337 2.8287
C 1.4654 -0.1414 5.6282
C 0.4024 -8.3457 -2.1355
C 1.4292 0.6978 -7.5072
C 3.7493 6.1659 0.8060
C -3.1116 7.5563 -1.0676
C 5.0601 6.9224 0.7581
C 5.1876 -3.3021 1.1167
C -3.4385 6.3180 -1.9577
C 4.4133 8.6338 4.1926
C -4.6400 1.7899 3.6577
C 3.5694 -0.2043 -6.6106
C 2.0448 -2.2463 -4.9818
C -2.4818 5.9291 -3.0279
C 4.3165 -1.3037 -5.8091
C 2.1594 -3.6317 -5.6247
C -0.8532 -1.0389 5.1775
C -0.9604 -6.1698 -1.7206
C 1.9454 5.2333 2.3789
C -7.0076 -7.0768 1.0381
C -3.6596 3.8116 2.8657
C 6.1479 -1.0293 3.2894
C -3.5629 8.7666 -1.9662
C 2.1009 -0.6086 -7.0044
C 5.5541 -2.1320 0.2440
C 1.3047 -6.4568 -0.5729
C 2.6978 -5.7398 -0.5879
C 0.9869 -9.1995 -3.3198
C -4.3921 -3.8029 1.0601
C -5.6663 -4.5810 0.5787
C -4.5828 1.1697 2.1930
C -2.3114 3.8435 0.6908
C 0.3209 -0.1223 4.6133
C -0.5783 7.1272 -1.6497
C -1.0602 5.8410 -2.3430
C 0.8192 -2.1983 1.3191
C -0.4101 -2.7744 3.3836
C 7.7153 -0.3504 1.3916
C 0.8145 -6.6439 0.8701
C -0.5521 -9.2052 -1.2396
C 3.4549 5.4855 2.2247
C 6.0550 1.2252 2.0872
C 4.8770 7.4643 3.2724
C 8.0539 -1.7289 0.9106
Be -0.4479 0.8117 -4.8583
H -0.0997 -4.7518 -0.4375
H 4.1951 -0.0658 -7.4923
H -4.7307 -5.4941 -1.2507
H -1.2861 -2.4086 2.8480
H 3.1685 -5.6562 -1.5675
H 1.9082 1.0268 -8.4294
H -7.1079 -6.4989 3.6875
H -4.9274 7.1155 -0.0470
H -1.8391 -0.6733 4.8903
H 0.1382 -2.1496 -6.8525
H 4.3093 8.3009 5.2253
H -0.8257 -0.8357 6.2481
H -2.4241 6.6342 -3.8571
H 1.1645 -1.8281 -8.5148
H 2.2360 -3.4433 3.1675
H 2.1418 -2.5178 4.6098
H 3.7366 -2.4993 -1.0885
H -3.7613 -4.1122 1.8935
H -1.6423 1.2810 0.7255
H -3.6337 5.4629 -1.3105
H -4.2534 -0.8275 1.4786
H -0.2561 5.5945 -3.0364
H 2.4287 0.0845 2.8043
H 1.4867 -1.0631 6.2098
H 0.5087 5.7752 -0.1957
H 7.8776 0.1965 0.4628
H -6.5722 0.2143 1.9220
H 0.7124 -4.9099 -2.0737
H -3.5178 8.6227 -3.0457
H 7.0097 7.4849 3.6985
H 1.9293 -3.1738 -3.0561
H 3.8081 5.3067 0.1379
H -4.3056 -6.2128 0.1787
H -4.5636 -0.8636 3.1872
H 5.2900 -0.9001 -5.5309
H 4.1478 8.6428 1.5035
H 5.4838 -4.2513 0.6703
H -4.6245 3.5852 4.7775
H 1.2454 -4.0677 -6.0280
H 1.6227 -1.7565 0.7299
H 1.5323 4.4804 1.7077
H 1.5086 6.4800 -1.4715
H -2.7513 3.3554 3.2592
H -1.0730 -0.2187 0.5924
H -3.0371 -0.4015 2.7522
H 1.3443 0.7276 6.2750
H -7.7623 -7.8177 0.7743
H 6.2315 6.3215 4.7432
H 3.5174 -6.2367 -0.0687
H -4.8476 3.5315 -0.3409
H -1.2061 8.4491 -3.1809
H 7.3009 -1.7545 -1.1120
H 4.5192 3.9712 3.4581
H -1.1470 5.0287 -1.6213
H 1.5290 -7.1653 1.5070
H -1.5650 -3.0749 5.1056
H 0.1493 -2.8089 5.5427
H -6.2984 -7.5986 1.6806
H -0.2317 -6.9807 -3.7603
H -1.4643 -6.6310 -0.8712
H -0.7435 1.5717 5.5111
H 5.8431 6.1887 0.9500
H 1.7095 -9.9440 -2.9856
H -6.6112 -2.6513 0.1447
H 0.9572 7.5475 -0.1545
H -4.7690 5.1404 0.6004
H -0.0062 -9.9102 -0.6126
H -5.7851 -3.3817 -1.1836
H -2.8935 5.0358 -3.4976
H -4.4437 6.3626 -2.3768
H -6.6672 1.8693 2.1805
H -2.9745 9.6384 -1.6800
H 0.2356 -9.6992 -3.9312
H 1.3635 6.1300 2.1661
H 0.5377 2.0968 4.2924
H 8.4900 -0.1189 2.1226
H 4.5356 -2.1597 -6.4473
H -9.7749 -6.0934 1.4206
H 2.5911 -0.9591 -9.0765
H 4.1257 -3.4821 1.2847
H -3.7858 1.3853 4.2005
H -4.3736 1.5388 -0.4476
H -7.0187 -6.5360 -1.0860
H 7.9791 -2.4812 1.6958
H 5.1455 9.4370 4.2752
H 1.5059 1.5383 -6.8174
H 5.9747 8.5576 1.7282
H 3.0020 -3.7091 -6.3118
H -3.7659 -3.6193 0.1870
H -1.1749 -8.6677 -0.5245
H -3.9186 8.4405 0.7041
H -0.9031 1.5610 3.7830
H -5.5548 1.4549 4.1465
H -4.6000 9.0056 -1.7307
H 5.1638 1.4075 2.6878
H -0.0652 -1.8723 0.7718
H 3.4662 -0.8744 -4.0322
H -1.3054 9.2953 -0.6757
H 2.8664 -1.7731 3.2123
H 6.2733 5.9020 3.0725
H -0.3158 1.0640 -0.1969
H -6.1466 -3.8969 3.3249
H 3.4401 9.0269 3.8985
H 2.3716 0.0390 5.0500
H -0.1196 0.9313 1.3734
H 3.6404 0.7153 -6.0298
H 2.7923 -4.7751 -0.0893
H 3.0798 -8.5009 -1.4720
H -1.7252 -5.4964 -2.1073
H -7.4588 -3.7892 -0.7023
H -1.5675 3.2295 1.1984
H -4.6454 -2.7818 1.3449
H -9.2195 -4.5348 1.3713
H -5.8339 -7.7455 -0.7107
H 5.7002 -3.1816 2.0710
H 0.9661 -3.2714 1.1965
H 5.8301 1.6847 1.1247
H -8.5525 -5.5767 3.7259
H 5.1952 4.3596 1.8709
H -8.6984 -7.1722 3.0998
H -8.8221 -5.5132 -0.0545
H 0.6760 -5.6673 1.3340
H 0.4752 -3.2026 -3.8674
H 2.7284 6.3742 4.8885
H 9.0388 -1.8108 0.4508
H 4.8146 -1.4103 -1.6776
H 2.8715 -2.3040 -8.0584
H 6.4963 -0.4034 4.1110
H -3.6021 4.8875 3.0309
H 3.8571 3.2735 2.0249
H 2.9092 6.8377 0.6297
H -0.2809 -3.8318 3.1525
H 6.7437 -1.9418 3.2666
H -1.1469 -9.8634 -1.8729
H 1.5962 -8.6330 -4.0240
H -2.3188 3.3763 -0.2940
H -6.1292 1.5306 0.6743
H 0.3860 0.5188 -7.7678
H 1.7240 5.0067 3.4219
H 7.3621 -3.2157 -0.2907
H 6.9677 1.6918 2.4576
H 5.1343 7.3103 -0.2578
H -5.8409 3.7569 1.0130
H 0.8952 -1.6693 -3.1522
H 5.3238 -2.9589 -1.8327
H -0.1172 -7.2007 0.9707
H -1.5316 -7.7075 -2.9317
H 0.3661 7.7482 -3.3692
H 3.9766 0.2791 0.4053
H 0.3512 8.8683 -2.1244
H -3.5927 6.7143 0.8699
H -5.7116 3.7166 3.4200
H 2.4348 -4.4094 -4.9124
H 5.1255 -1.3382 3.5069
H -2.1829 4.9242 0.7529
H 4.0529 -2.4296 -3.9966
*
```

Here is a 2-piece molecular cluster, C7H12O overall from the OMol25 dataset. Energies are from wB97M-V/def2-TZVPD.

Values from the calculation:
E_LUMO (eV): 0.800
HOMO-LUMO gap (eV): 9.6920
Highest occupied orbital energy (eV): -8.9

```
! RIJCOSX wB97M-V def2-TZVPD def2/J DEFGRID3
* xyz 0 1
O 0.4049 -1.0430 1.5523
C 0.3939 -0.1472 -3.0143
C -1.0295 -0.3309 3.2525
C 0.6142 1.2682 2.2843
C -0.3979 -0.4616 -1.8264
C 0.9203 -1.0742 -3.8148
C -0.9025 0.4372 -0.9885
C -0.0462 -0.0625 2.3985
H 1.6837 1.1690 2.0946
H 1.4907 -0.7563 -4.6769
H 0.4631 -0.7059 0.6405
H -1.4628 0.1387 -0.1127
H 0.1972 1.8797 1.4802
H -1.3361 0.4092 3.9764
H 0.4942 1.8353 3.2069
H -1.5169 -1.2949 3.2781
H -0.7726 1.4994 -1.1542
H 0.5793 0.9017 -3.2252
H -0.5694 -1.5299 -1.7125
H 0.7924 -2.1320 -3.6387
*
```

Here is C29H36N5O9P2V as an isolated structure in a non-equilibrium geometry from the OMol25 dataset. Energies are from wB97M-V/def2-TZVPD.

Values from the calculation:
E_LUMO (alpha / beta) (eV): -4.212 / -3.523
HOMO-LUMO gap (alpha / beta) (eV): 6.2157 / 6.9118
Highest occupied orbital energy (alpha / beta) (eV): -10.4 / -10.4

```
! RIJCOSX wB97M-V def2-TZVPD def2/J DEFGRID3
* xyz 1 2
V 0.6281 1.1994 -0.2114
P 1.0571 4.3081 0.3234
P 2.3232 2.4364 2.1753
O 1.4152 1.3187 1.6349
O 2.1913 4.9551 2.5774
O 2.4398 2.1032 3.7144
O 0.3497 5.6581 0.2045
O 3.5744 2.7867 1.4711
O 2.5159 4.4210 -0.1353
O -0.9374 0.6901 0.4153
O 0.2617 3.1244 -0.2828
O 2.0428 1.4320 -1.3169
N 1.4374 -0.8035 -0.0780
N -2.5004 -3.0493 -3.7788
N -2.1311 -2.0079 -0.1039
N -0.6957 -3.5875 2.3392
N -0.2358 0.8120 -2.1006
C 0.8148 -1.5085 1.0998
C -2.1121 -1.9546 -3.6915
C 1.5551 -2.6526 1.6749
C -0.8594 -4.1662 -0.0808
C -1.6386 -0.6125 -3.4009
C -3.2968 -0.0390 0.6352
C 3.5648 1.2546 -3.2029
C -2.7338 2.2804 0.1756
C 4.5701 -0.9051 -3.8085
C -0.7797 -0.3945 -2.3331
C -3.1200 -1.4511 0.4631
C 2.3667 -1.3073 -0.7731
C -1.3511 1.7275 -4.0298
C 2.9483 -0.7174 -1.9716
C -2.1727 -3.4249 -0.3525
C 3.7973 -1.4827 -2.7998
C 2.8803 0.6761 -2.0927
C -5.0564 1.6750 0.7090
C -4.0523 2.6127 0.3210
C 1.3128 3.9956 2.0566
C -1.9017 0.4922 -4.2729
C -0.8134 -4.6448 1.3997
C 0.0336 3.9493 2.7623
C 0.6930 -3.3848 2.7755
C 4.4233 0.4748 -3.9525
C -2.2568 0.9227 0.3604
C -4.6219 0.3686 0.9026
C -1.6535 -3.5242 3.4372
C -0.4918 1.8156 -2.9454
H 0.5717 -0.7764 1.8464
H 3.5435 2.4043 -3.3048
H -4.2837 3.6253 0.3456
H -0.3095 4.9224 3.0419
H 0.0958 2.6380 -2.6475
H -1.3546 -2.7545 4.1246
H 2.5710 -2.3963 2.1455
H 1.1890 -4.2632 2.9764
H 0.9056 6.4242 0.1004
H -0.0758 -3.4638 -0.2818
H -2.0234 3.0251 -0.0777
H -0.7098 -4.9603 -0.7919
H 5.0014 0.9001 -4.7799
H -0.0616 -5.4097 1.6162
H 0.1795 3.4044 3.7225
H -2.6075 0.2820 -5.1188
H -2.4692 -3.4973 -1.4109
H 2.8927 2.7332 4.2744
H -0.1445 -1.7657 0.7503
H 3.0818 4.6194 2.3879
H 0.7456 -2.8274 3.6806
H 2.8112 -2.2199 -0.5091
H -2.6420 -3.4074 3.1185
H -1.6228 -4.4000 4.1127
H -0.6149 -1.2195 -1.6037
H -1.8139 -5.1991 1.4485
H 4.0128 -2.5455 -2.6183
H 1.8385 -3.4654 0.8980
H -0.7606 3.4280 2.1923
H -6.0612 2.0828 0.9619
H -3.8890 -2.0941 0.8947
H 5.1566 -1.5639 -4.4727
H 3.1016 3.6392 0.3273
H -1.5985 2.5750 -4.6426
H -5.3994 -0.3751 1.1724
H -3.0405 -3.9708 0.2083
*
```